Entry from the OMol25 dataset: C16H18N4O6Se3SiTeZn as an isolated structure (wB97M-V/def2-TZVPD).

## Properties
Energy relative to the best compared isomer or geometry (same formula, charge and spin), kcal per mole: 18.24
Lowest unoccupied orbital energy, eV: 4.22
Molar mass, g mol⁻¹: 820.30
E, hartree: -10832.2123

Structure (ORCA input):
```
! wB97M-V def2-TZVPD RIJCOSX def2/J DEFGRID3
* xyz -2 1
Zn -1.428 -0.352 -0.739
Se -3.102 -1.528 -2.171
Se -1.801 -3.442 -2.267
Te 0.228 -2.708 -3.686
Se 0.285 -0.264 -3.326
C -0.028 3.375 -0.969
C -0.764 2.887 0.242
C -0.903 3.691 1.362
C -1.645 3.204 2.443
C -2.188 1.946 2.401
C -1.950 1.122 1.261
N -1.271 1.650 0.188
N -2.334 -0.139 1.086
Si -2.784 -1.290 2.278
C -1.569 -1.252 3.714
C -4.518 -0.980 2.960
C -2.775 -2.977 1.506
H -0.228 4.432 -1.146
H -0.307 2.806 -1.850
H 1.049 3.260 -0.834
H -0.463 4.680 1.380
H -1.801 3.833 3.314
H -2.791 1.561 3.214
H -1.352 -0.223 4.013
H -0.626 -1.710 3.396
H -1.938 -1.792 4.595
H -4.569 -0.082 3.586
H -4.839 -1.833 3.571
H -5.231 -0.865 2.138
H -1.803 -3.170 1.040
H -3.535 -3.041 0.722
H -2.969 -3.758 2.251
O 1.796 -2.523 0.581
C 1.363 -1.726 -0.248
O 0.126 -1.434 -0.402
C 2.318 -1.064 -1.224
C 3.568 -1.547 -1.303
C 4.568 -0.933 -2.128
C 4.263 0.212 -2.832
C 2.999 0.751 -2.779
C 1.870 0.129 -2.017
N 2.778 1.938 -3.508
O 3.705 2.479 -4.127
O 1.620 2.357 -3.593
N 5.881 -1.456 -2.183
O 6.753 -0.861 -2.831
O 6.129 -2.498 -1.570
H 3.830 -2.408 -0.707
H 5.017 0.699 -3.429
H 1.363 0.847 -1.372
*
```